C14H16 | ωB97M-V with the def2-TZVPD basis set

Geometry (Å):
1 C 2.67 0.15 0.71
2 C 2.07 -0.83 -0.27
3 C 0.68 -1.06 -0.19
4 C 0.10 -2.19 -0.74
5 C 0.92 -3.12 -1.40
6 C 2.28 -2.91 -1.49
7 C 2.82 -1.72 -1.00
8 H 2.01 0.97 0.97
9 H 3.60 0.55 0.30
10 H 2.92 -0.42 1.61
11 H 0.15 -0.43 0.51
12 H -0.86 -2.54 -0.40
13 H 0.54 -4.00 -1.91
14 H 2.95 -3.66 -1.90
15 H 3.90 -1.54 -1.03
16 C -0.52 2.14 2.11
17 C -1.36 1.70 0.98
18 C -2.32 0.71 1.06
19 C -3.23 0.37 0.05
20 C -3.07 1.03 -1.18
21 C -1.95 1.85 -1.35
22 C -1.14 2.21 -0.32
23 H -0.62 1.51 3.00
24 H -0.84 3.10 2.54
25 H 0.54 2.22 1.90
26 H -2.54 0.14 1.96
27 H -4.04 -0.32 0.17
28 H -3.73 0.91 -2.02
29 H -1.75 2.43 -2.25
30 H -0.20 2.75 -0.39

## Properties
**HOMO**: -8.79 eV
**SMILES string**: Cc1ccccc1.Cc1ccccc1
**Energy relative to the best compared isomer or geometry (same formula, charge and spin)**: 86.41 kJ/mol
**LUMO level**: 0.9 eV
**Spin multiplicity**: 1
**Net charge**: 0
**HOMO-LUMO gap**: 9.713 eV

Löwdin population analysis, charges in e, atoms 1 to 6: atom 1 (C): -0.04, atom 2 (C): -0.27, atom 3 (C): -0.04, atom 4 (C): -0.07, atom 5 (C): -0.10, atom 6 (C): -0.09

C6H6Br2N2O4 | ωB97M-V with the def2-TZVPD basis set

Geometry (Å):
1 N -0.15 -0.17 -1.92
2 C 0.35 -0.78 -0.79
3 N -0.13 -2.25 -0.76
4 O 0.09 -2.94 0.19
5 O -0.74 -2.54 -1.79
6 C 1.96 -0.82 -0.77
7 O 2.60 -1.39 -1.61
8 C 2.48 0.26 0.07
9 Br 4.34 0.31 0.12
10 C 1.73 1.27 0.57
11 C 0.26 1.28 0.74
12 Br -0.57 2.42 -0.66
13 C -0.25 -0.11 0.61
14 O 0.17 -0.78 1.73
15 H 0.40 -0.47 -2.69
16 H -1.08 -0.06 -1.92
17 H 2.21 2.16 0.83
18 H 0.01 1.96 1.58
19 H -1.32 -0.19 0.29
20 H -0.13 -1.75 1.77

## Properties
**HOMO**: -9.59 eV
**SMILES string**: N[C@@]1([N+](=O)[O-])C(=O)C(Br)=C[C@@H](Br)[C@@H]1O
**Energy relative to the best compared isomer or geometry (same formula, charge and spin)**: 0.00 kJ/mol
**LUMO level**: -1.0 eV
**Spin multiplicity**: 1
**Net charge**: 0
**HOMO-LUMO gap**: 8.630 eV

Löwdin population analysis, charges in e, atoms 1 to 6: atom 1 (N): 0.09, atom 2 (C): -0.31, atom 3 (N): -0.32, atom 4 (O): 0.10, atom 5 (O): 0.09, atom 6 (C): -0.35

| no. | total energy (eV) |
| --- | --- |
| 1 | -14776.8698 |
| 2 | -157569.7242 |